Entry A
This record from the OMol25 dataset describes a gas-phase ion, C6H10NO (charge +1). The level of theory is ωB97M-V/def2-TZVPD.

ORCA input file:
```
! wB97M-V def2-TZVPD RIJCOSX def2/J DEFGRID3
* xyz 1 1
O 0.75 -1.77 2.52
C 0.83 -1.33 1.41
C 0.86 0.30 1.18
C 1.01 0.57 -0.33
C -0.17 0.10 -1.13
C -0.26 -1.02 -1.87
C -1.60 2.03 -0.60
N -1.41 0.89 -1.15
H 0.66 -1.90 0.44
H 0.03 0.82 1.68
H 1.75 0.66 1.72
H 1.11 1.64 -0.39
H 1.95 0.19 -0.66
H 0.70 -1.56 -1.83
H -1.05 -1.45 -2.50
H -2.42 2.64 -0.77
H -0.65 2.49 -0.24
H -2.19 0.42 -1.60
*
```

- HOMO: -0.4820 Ha
- Lowest unoccupied orbital energy: -5.7 eV
- SMILES: C=[NH+]C(=C)CCC=O
- Gap between HOMO and LUMO: 7.43 eV

***

Entry B
This record from the OMol25 dataset describes a gas-phase ion, C6H10NO (charge +1). The level of theory is ωB97M-V/def2-TZVPD.

ORCA input file:
```
! wB97M-V def2-TZVPD RIJCOSX def2/J DEFGRID3
* xyz 1 1
C -1.45 1.17 -0.22
C -2.17 0.03 -0.06
C -0.14 1.32 -0.09
C -2.87 -1.04 0.11
C 2.26 1.15 0.27
C 0.86 -1.68 -0.26
N 0.86 0.60 0.24
O 0.66 -0.67 0.69
H -1.98 2.14 -0.62
H 0.21 -1.65 -1.24
H 0.13 2.32 -0.16
H -2.93 -1.86 -0.58
H 2.68 0.74 1.16
H 2.71 0.79 -0.68
H 2.10 2.23 0.44
H 0.51 -2.59 0.34
H 1.98 -1.81 -0.50
H -3.43 -1.21 1.13
*
```

- HOMO: -0.5277 Ha
- Lowest unoccupied orbital energy: -5.0 eV
- SMILES: C=C=C/C=[N+](/C)OC
- Gap between HOMO and LUMO: 9.37 eV

***

Most stable to least stable, the ends of the list are entry A and entry B.

***

Entry A
This record from the OMol25 dataset describes C4H2 in the gas phase. The level of theory is ωB97M-V/def2-TZVPD.

ORCA input file:
```
! wB97M-V def2-TZVPD RIJCOSX def2/J DEFGRID3
* xyz 0 1
C 0.99 -0.06 -1.42
C -0.38 0.20 -1.65
C 0.65 0.43 -0.14
C -0.50 -0.34 -0.35
H 0.92 1.29 0.43
H -1.11 -1.31 -0.11
*
```

- HOMO: -0.3312 Ha
- Lowest unoccupied orbital energy: 0.3 eV
- SMILES: C12=C3[C@H]1[C@H]23
- Gap between HOMO and LUMO: 9.30 eV

***

Entry B
This record from the OMol25 dataset describes C4H2 in the gas phase. The level of theory is ωB97M-V/def2-TZVPD.

ORCA input file:
```
! wB97M-V def2-TZVPD RIJCOSX def2/J DEFGRID3
* xyz 0 1
C -1.92 0.01 -0.03
C -0.71 -0.18 -0.03
C 0.70 -0.13 0.03
C 1.89 -0.01 -0.03
H -2.96 0.15 0.08
H 3.00 0.17 -0.02
*
```

- HOMO: -0.3628 Ha
- Lowest unoccupied orbital energy: 1.1 eV
- SMILES: C#CC#C
- Gap between HOMO and LUMO: 10.97 eV

***

Entry C
This record from the OMol25 dataset describes a molecular structure, C4H2. The level of theory is ωB97M-V/def2-TZVPD.

ORCA input file:
```
! wB97M-V def2-TZVPD RIJCOSX def2/J DEFGRID3
* xyz 0 1
C -1.15 -0.82 0.00
C -0.85 0.41 0.33
C 0.18 -0.72 -0.81
C 1.08 -0.11 -0.16
H -1.21 1.43 0.17
H 1.95 -0.20 0.46
*
```

- HOMO: -0.3358 Ha
- Lowest unoccupied orbital energy: -0.3 eV
- Gap between HOMO and LUMO: 8.86 eV

***

Most stable to least stable, the ends of the list are entry B and entry C.

***

Entry A
This record from the OMol25 dataset describes 2 unconnected molecules or ions with the total composition C5H5NO3. The level of theory is ωB97M-V/def2-TZVPD.

ORCA input file:
```
! wB97M-V def2-TZVPD RIJCOSX def2/J DEFGRID3
* xyz 0 1
C -2.30 -0.88 0.92
C -1.24 -0.83 0.13
C 0.14 0.81 -1.36
C 2.57 0.01 0.80
C -0.85 0.61 -0.27
N 2.55 -0.05 -0.38
O 2.45 0.03 1.97
O -1.26 1.49 0.45
O 1.05 0.01 -1.60
H -3.02 -1.58 1.29
H -2.57 0.12 1.21
H -0.62 -1.63 -0.16
H -0.02 1.74 -1.87
H 3.12 0.16 -1.13
*
```

- HOMO: -0.3657 Ha
- Lowest unoccupied orbital energy: -0.9 eV
- SMILES: C=CC(=O)C=O.N=C=O
- Gap between HOMO and LUMO: 9.03 eV

***

Entry B
This record from the OMol25 dataset describes 2 unconnected molecules or ions with the total composition C5H5NO3. The level of theory is ωB97M-V/def2-TZVPD.

ORCA input file:
```
! wB97M-V def2-TZVPD RIJCOSX def2/J DEFGRID3
* xyz 0 1
C -1.50 -1.56 0.45
C 2.23 0.47 0.03
C 0.98 0.63 -0.77
C -2.20 -0.15 0.48
O -1.00 -0.42 0.99
C 0.13 1.75 -0.41
O 0.62 -0.17 -1.63
O -3.09 -0.28 -0.32
N -0.58 2.60 -0.04
H -1.20 -1.89 -0.53
H -2.01 -2.27 1.08
H 3.03 0.14 -0.64
H 2.52 1.42 0.49
H 2.08 -0.28 0.82
*
```

- HOMO: -0.2901 Ha
- Lowest unoccupied orbital energy: -0.7 eV
- SMILES: CC(=O)C#N.O=C1CO1
- Gap between HOMO and LUMO: 7.19 eV

***

Most stable to least stable, the ends of the list are entry A and entry B.

***

Entry A
This record from the OMol25 dataset describes C5H10N2S in the gas phase. The level of theory is ωB97M-V/def2-TZVPD.

ORCA input file:
```
! wB97M-V def2-TZVPD RIJCOSX def2/J DEFGRID3
* xyz 0 1
C -0.08 -0.64 -2.28
C -1.08 -0.70 -1.18
C -0.83 -0.99 0.10
C -1.91 -1.09 1.15
C 1.48 -0.53 0.57
H 0.84 -1.16 -2.00
H 0.20 0.36 -2.57
H -0.40 -1.14 -3.23
H -2.11 -0.52 -1.43
H -2.89 -1.00 0.67
H -1.84 -0.32 1.93
H -1.82 -2.06 1.67
H 2.50 -0.94 0.74
H 2.43 1.26 0.05
H -0.31 1.85 -0.70
N 0.47 -1.32 0.60
N 1.53 0.83 0.29
S 0.24 1.92 0.53
*
```

- HOMO: -0.2995 Ha
- Lowest unoccupied orbital energy: 0.7 eV
- SMILES: C/C=C(C)\N=C/NS
- Gap between HOMO and LUMO: 8.81 eV

***

Entry B
This record from the OMol25 dataset describes C5H10N2S in the gas phase. The level of theory is ωB97M-V/def2-TZVPD.

ORCA input file:
```
! wB97M-V def2-TZVPD RIJCOSX def2/J DEFGRID3
* xyz 0 1
C -2.06 1.71 -0.37
C -2.16 0.57 0.67
C -0.10 -1.01 -0.28
C 2.85 0.61 -0.60
C 2.88 0.28 0.84
H -1.02 1.84 -0.79
H -2.32 2.67 0.11
H -2.82 1.61 -1.18
H -1.52 0.67 1.53
H -3.20 0.53 1.00
H 0.22 -2.00 -0.65
H 2.33 1.52 -0.92
H 3.72 0.37 -1.24
H 3.70 -0.28 1.23
H 2.33 0.91 1.54
N 0.73 -0.08 -0.03
N 2.08 -0.52 -0.13
S -1.84 -1.04 -0.07
*
```

- HOMO: -0.3217 Ha
- Lowest unoccupied orbital energy: 0.9 eV
- SMILES: CCS/C=N/N1CC1
- Gap between HOMO and LUMO: 9.65 eV

***

Entry C
This record from the OMol25 dataset describes C5H10N2S in the gas phase. The level of theory is ωB97M-V/def2-TZVPD.

ORCA input file:
```
! wB97M-V def2-TZVPD RIJCOSX def2/J DEFGRID3
* xyz 0 1
C -0.55 1.62 -0.49
C 0.49 0.56 -0.83
C 0.70 -0.86 -1.07
C 0.61 0.01 1.47
C -0.41 0.51 0.47
H -2.30 0.82 -1.11
H -1.79 2.10 -2.12
H -0.06 2.58 -0.18
H 1.49 0.93 -0.58
H 1.55 -1.12 -1.78
H -0.16 -1.38 -1.41
H 0.12 -0.33 2.41
H 1.38 0.71 1.77
H -1.25 -1.35 0.55
H -2.31 -0.25 1.12
N -1.80 1.76 -1.16
N -1.60 -0.39 0.37
S 1.38 -1.46 0.59
*
```

- HOMO: -0.3008 Ha
- Lowest unoccupied orbital energy: 0.8 eV
- SMILES: N[C@@H]1[C@@H]2CSC[C@@]12N
- Gap between HOMO and LUMO: 9.02 eV

***

Most stable to least stable, the ends of the list are entry A and entry C.

***

Entry A
This record from the OMol25 dataset describes 2 unconnected molecules or ions with the total composition C2H3NOS. The level of theory is ωB97M-V/def2-TZVPD.

ORCA input file:
```
! wB97M-V def2-TZVPD RIJCOSX def2/J DEFGRID3
* xyz 0 1
C 2.12 0.83 0.09
C -1.28 -0.48 0.40
N -1.11 -0.70 -0.86
O 1.86 1.94 0.04
S 2.21 -0.70 0.15
H -1.56 0.43 0.78
H -1.00 -1.38 0.93
H -1.24 0.06 -1.53
*
```

- HOMO: -0.3675 Ha
- Lowest unoccupied orbital energy: 0.7 eV
- SMILES: O=C=S.C=N
- Gap between HOMO and LUMO: 10.69 eV

***

Entry B
This record from the OMol25 dataset describes 2 unconnected molecules or ions with the total composition C2H3NOS. The level of theory is ωB97M-V/def2-TZVPD.

ORCA input file:
```
! wB97M-V def2-TZVPD RIJCOSX def2/J DEFGRID3
* xyz 0 1
C 0.65 -3.17 -0.72
C 0.98 -2.57 0.60
N 0.44 -3.56 -1.79
O 1.77 -2.92 1.42
S -0.96 1.54 0.22
H 0.32 -1.63 0.73
H -0.79 0.24 0.57
H -0.67 1.17 -1.06
*
```

- HOMO: -0.3734 Ha
- Lowest unoccupied orbital energy: -1.0 eV
- SMILES: N#CC=O.S
- Gap between HOMO and LUMO: 9.20 eV

***

Entry C
This record from the OMol25 dataset describes C2H3NOS in the gas phase. The level of theory is ωB97M-V/def2-TZVPD.

ORCA input file:
```
! wB97M-V def2-TZVPD RIJCOSX def2/J DEFGRID3
* xyz 0 1
C -1.67 -0.32 -0.03
C 1.54 0.42 -0.01
H -2.67 -0.13 0.02
H -1.41 -1.42 0.04
H 1.37 1.55 -0.02
N -0.66 0.44 0.02
O 0.46 -0.33 -0.01
S 3.05 -0.22 0.00
*
```

- HOMO: -0.3283 Ha
- Lowest unoccupied orbital energy: 0.2 eV
- SMILES: C=NOC=S
- Gap between HOMO and LUMO: 9.14 eV

***

Most stable to least stable, the ends of the list are entry A and entry C.

***

Entry A
This record from the OMol25 dataset describes C4H4N2O in the gas phase. The level of theory is ωB97M-V/def2-TZVPD.

ORCA input file:
```
! wB97M-V def2-TZVPD RIJCOSX def2/J DEFGRID3
* xyz 0 1
O -1.46 0.02 -2.10
C -0.77 0.09 -0.98
C 0.26 -0.89 -0.97
C 0.99 -0.83 0.16
N 0.69 0.10 1.15
C -0.32 0.96 1.01
N -1.09 1.01 -0.05
H -0.90 -0.74 -2.44
H 1.82 -1.49 0.38
H 1.25 0.12 2.00
H -0.47 1.66 1.84
*
```

- HOMO: -0.3025 Ha
- Lowest unoccupied orbital energy: 0.4 eV
- SMILES: OC1=C=CNC=N1
- Gap between HOMO and LUMO: 8.64 eV

***

Entry B
This record from the OMol25 dataset describes C4H4N2O in the gas phase. The level of theory is ωB97M-V/def2-TZVPD.

ORCA input file:
```
! wB97M-V def2-TZVPD RIJCOSX def2/J DEFGRID3
* xyz 0 1
O -2.41 1.02 -0.59
C -1.33 0.48 -0.51
C -1.04 -0.59 0.46
C 0.22 -0.74 0.89
N 1.23 -0.04 0.26
C 0.94 0.64 -0.90
N -0.25 0.87 -1.33
H -1.86 -1.15 0.89
H 0.52 -1.39 1.70
H 2.18 -0.07 0.60
H 1.80 0.96 -1.48
*
```

- HOMO: -0.3437 Ha
- Lowest unoccupied orbital energy: 0.4 eV
- SMILES: O=c1cc[nH]cn1
- Gap between HOMO and LUMO: 9.74 eV

***

Entry C
This record from the OMol25 dataset describes a molecular structure, C4H4N2O. The level of theory is ωB97M-V/def2-TZVPD.

ORCA input file:
```
! wB97M-V def2-TZVPD RIJCOSX def2/J DEFGRID3
* xyz 0 1
C -0.65 1.66 -0.21
C 0.79 0.31 -0.42
C -0.48 -1.15 0.47
C -0.48 0.19 0.16
H -0.64 2.32 0.65
H -1.49 1.90 -0.91
H 1.07 -2.58 0.45
H -1.12 -1.81 1.05
N 1.54 -0.78 -0.54
N 0.74 -1.69 0.11
O 0.72 1.63 -0.81
*
```

- HOMO: -0.3302 Ha
- Lowest unoccupied orbital energy: 0.9 eV
- Gap between HOMO and LUMO: 9.89 eV

***

Entry D
This record from the OMol25 dataset describes a molecular structure, C4H4N2O. The level of theory is ωB97M-V/def2-TZVPD.

ORCA input file:
```
! wB97M-V def2-TZVPD RIJCOSX def2/J DEFGRID3
* xyz 0 1
C -1.71 -0.58 0.07
C -0.23 0.65 -0.01
C 1.04 1.09 0.03
C -0.19 -0.75 -0.11
H -2.32 -1.07 -0.72
H -2.08 -1.09 0.97
H 1.63 2.06 -0.02
H 2.80 -0.03 0.10
N 1.75 -0.08 0.02
N 1.04 -1.22 -0.01
O -1.62 0.84 -0.02
*
```

- HOMO: -0.3262 Ha
- Lowest unoccupied orbital energy: 1.0 eV
- Gap between HOMO and LUMO: 9.88 eV

***

Most stable to least stable, the ends of the list are entry B and entry D.

***

Entry A
This record from the OMol25 dataset describes a molecular structure, C4H4N2O. The level of theory is ωB97M-V/def2-TZVPD.

ORCA input file:
```
! wB97M-V def2-TZVPD RIJCOSX def2/J DEFGRID3
* xyz 0 1
C -1.75 0.72 0.03
C -0.18 -0.57 -0.18
C 1.16 1.10 -0.02
C -0.12 0.81 -0.01
H -2.00 0.94 1.11
H -2.22 1.33 -0.83
H -1.89 -1.00 0.94
H 1.93 1.89 0.11
N -1.65 -0.78 -0.12
N 0.90 -1.30 0.04
O 1.84 -0.11 0.04
*
```

- HOMO: -0.3657 Ha
- Lowest unoccupied orbital energy: 0.5 eV
- Gap between HOMO and LUMO: 10.50 eV

***

Entry B
This record from the OMol25 dataset describes C4H4N2O in the gas phase. The level of theory is ωB97M-V/def2-TZVPD.

ORCA input file:
```
! wB97M-V def2-TZVPD RIJCOSX def2/J DEFGRID3
* xyz 0 1
N -2.17 0.14 1.07
C -1.05 0.59 0.94
C 0.20 1.05 1.02
N 1.35 0.53 0.45
C 1.44 -0.37 -0.45
C 0.37 -1.01 -1.25
O -0.76 -0.58 -1.37
H -2.90 0.39 0.40
H 0.36 1.88 1.70
H 2.45 -0.69 -0.71
H 0.69 -1.93 -1.78
*
```

- HOMO: -0.3207 Ha
- Lowest unoccupied orbital energy: -0.6 eV
- SMILES: N=C=C/N=C\C=O
- Gap between HOMO and LUMO: 8.16 eV

***

Entry C
This record from the OMol25 dataset describes C4H4N2O in the gas phase. The level of theory is ωB97M-V/def2-TZVPD.

ORCA input file:
```
! wB97M-V def2-TZVPD RIJCOSX def2/J DEFGRID3
* xyz 0 1
C 0.18 -0.62 -1.12
C 0.20 -0.98 0.46
C 0.30 0.51 0.66
C -1.22 0.88 0.90
H 1.09 -1.53 0.64
H -0.62 -1.57 1.01
H 1.16 1.13 0.91
H 0.65 1.22 -1.40
N 0.28 0.56 -0.81
N -2.18 1.54 1.03
O 0.16 -1.14 -2.29
*
```

- HOMO: -0.3705 Ha
- Lowest unoccupied orbital energy: 0.2 eV
- SMILES: N#C[C@H]1CC(=O)N1
- Gap between HOMO and LUMO: 10.32 eV

***

Most stable to least stable, the ends of the list are entry B and entry A.

***

Entry A
This record from the OMol25 dataset describes a gas-phase ion, C5H9N2S (charge +1). The level of theory is ωB97M-V/def2-TZVPD.

ORCA input file:
```
! wB97M-V def2-TZVPD RIJCOSX def2/J DEFGRID3
* xyz 1 1
C 1.14 0.84 0.12
C 1.86 -0.27 0.44
C 0.14 -1.50 -0.58
C -0.78 -0.47 -0.11
C -1.05 1.97 -0.18
N -0.22 0.78 0.06
N 1.33 -1.51 0.26
S -2.40 -0.59 0.41
H 1.57 1.85 -0.08
H 2.83 -0.35 0.96
H -0.25 -2.59 -0.46
H 0.50 -1.16 -1.63
H -1.36 2.48 0.86
H -0.50 2.72 -0.60
H -1.90 1.81 -0.80
H 1.38 -2.18 1.06
H -2.26 -1.84 0.28
*
```

- HOMO (alpha / beta): -0.4584 / -0.4584 Ha
- Lowest unoccupied orbital energy (alpha / beta): -4.7 / -4.7 eV
- Gap between HOMO and LUMO (alpha / beta): 7.75 / 7.75 eV

***

Entry B
This record from the OMol25 dataset describes 2 unconnected molecules or ions with the total composition C5H9N2S. The level of theory is ωB97M-V/def2-TZVPD.

ORCA input file:
```
! wB97M-V def2-TZVPD RIJCOSX def2/J DEFGRID3
* xyz 1 1
C 0.18 2.15 1.50
C 0.65 0.96 1.37
C -1.62 3.62 1.29
C -0.47 -0.31 -2.18
C -0.13 1.11 -2.17
N -0.92 2.68 0.90
N 0.33 -1.33 -1.81
S 1.39 -0.34 1.02
H 0.61 2.77 2.22
H -2.22 4.15 0.58
H -1.42 4.11 2.27
H -1.22 -0.57 -2.90
H -0.43 1.68 -1.18
H -0.57 1.63 -3.04
H 1.06 1.20 -2.28
H 1.19 -1.12 -1.24
H -0.03 -2.22 -1.93
*
```

- HOMO: -0.4330 Ha
- Lowest unoccupied orbital energy: -5.2 eV
- Gap between HOMO and LUMO: 6.58 eV

***

Entry C
This record from the OMol25 dataset describes a gas-phase ion, C5H9N2S (charge +1). The level of theory is ωB97M-V/def2-TZVPD.

ORCA input file:
```
! wB97M-V def2-TZVPD RIJCOSX def2/J DEFGRID3
* xyz 1 1
C 1.27 1.41 0.38
C 1.66 0.11 -0.24
C -1.12 1.24 -0.11
C 0.23 -0.90 -0.47
C -0.13 -1.54 0.87
N 0.09 1.78 0.48
N -0.85 0.00 -1.00
S 3.07 -0.54 -0.47
H 1.94 2.11 0.83
H -1.90 0.86 0.68
H -1.72 2.15 -0.44
H 0.55 -1.59 -1.29
H -1.14 -1.21 1.12
H 0.30 -0.98 1.74
H 0.02 -2.66 0.91
H -1.77 -0.44 -1.03
H -0.50 0.19 -1.97
*
```

- HOMO: -0.4760 Ha
- Lowest unoccupied orbital energy: -5.1 eV
- SMILES: C[C@H]1[NH2+]CN=CC1=S
- Gap between HOMO and LUMO: 7.89 eV

***

Most stable to least stable, the ends of the list are entry A and entry B.